1.
Entry from the OMol25 dataset: a molecular structure, C27H22BrFIrN4O7 (ωB97M-V with the def2-TZVPD basis set).

Structure (ORCA input):
```
! wB97M-V def2-TZVPD RIJCOSX def2/J DEFGRID3
* xyz 1 1
Ir -0.0492 0.0988 -0.0907
Br -4.6920 0.4797 -5.8529
F -4.9574 4.6144 -2.4417
O 0.3227 2.1026 -0.0941
O -1.1232 -1.5711 -0.1007
O -1.8096 1.6827 0.2425
O -2.7633 4.1969 2.4297
O -3.3283 -5.3444 1.3084
O -6.4934 4.7133 -0.1270
O -0.0713 0.1477 1.9246
N -2.4987 4.3149 0.1666
N 0.0950 0.0673 -2.1314
N -4.6057 4.4876 1.1271
N 1.8860 -0.1841 -0.2904
C -2.2862 0.3213 -2.4965
C -3.3824 0.4287 -3.3372
C -1.5190 -2.2530 0.9525
C -1.9487 -2.6495 3.3153
C -1.3782 -1.8173 2.3177
C -0.6370 -0.1270 4.1262
C -2.1777 -3.4476 0.6770
C -0.6999 -0.6233 2.7118
C -0.8808 2.5028 0.1387
C -1.0167 0.1419 -3.0321
C -0.8492 0.0367 -4.4142
C 4.1105 -0.3399 0.5029
C -3.0825 4.3910 -1.0840
C -3.2534 4.3192 1.3293
C -3.9231 -6.1788 2.3021
C 2.3515 -0.1314 -1.5598
C 3.7058 -0.1924 -1.8439
C -4.3993 4.5246 -1.2364
C -2.5979 -3.8168 3.0377
C -1.9435 0.1373 -5.2498
C -3.2074 0.3399 -4.7074
C -1.0989 3.9866 0.2903
C 1.3093 0.0089 -2.5537
C -5.2977 4.5905 -0.0806
C 2.7481 -0.2781 0.7277
C 4.6003 -0.3031 -0.7938
C -2.7140 -4.2223 1.6913
H -4.3688 0.5800 -2.9219
H -0.7795 4.2656 1.2951
H 5.6631 -0.3542 -0.9837
H 0.1154 -0.1322 -4.8693
H -2.2835 -3.7623 -0.3509
H 0.4050 0.0606 4.3844
H -1.1529 0.8343 4.1519
H -0.4953 4.5368 -0.4298
H 2.3132 -0.2869 1.7158
H 4.0421 -0.1453 -2.8700
H -4.6987 -5.6394 2.8469
H -1.0765 -0.7800 4.8671
H -1.8702 -2.3631 4.3514
H -2.4360 0.3902 -1.4315
H -1.8182 0.0575 -6.3201
H -3.0078 -4.4073 3.8413
H -5.1683 4.5197 1.9665
H -2.4171 4.3389 -1.9350
H 1.5757 0.0488 -3.6009
H -4.3677 -7.0071 1.7607
H 4.7756 -0.4158 1.3508
H -3.1680 -6.5559 2.9929
*
```

Summary:
- lowest unoccupied orbital energy (eV) = -4.38
- orbital gap (Ha) = 0.24524
- energy relative to the best compared isomer or geometry (same formula, charge and spin) (kcal per mole) = 7.2
- calculated total energy (Eh) = -4565.88283

***

2.
Entry from the OMol25 dataset: a molecular structure, C27H22CdNO2S4 (ωB97M-V with the def2-TZVPD basis set).

Structure (ORCA input):
```
! wB97M-V def2-TZVPD RIJCOSX def2/J DEFGRID3
* xyz -1 1
Cd -0.5422 -0.2660 0.0202
S -1.6023 1.4277 -1.5486
S 1.6871 1.2549 -1.2368
S -0.0008 0.9719 2.2666
S -0.7060 -2.3140 2.2514
O -2.3893 -1.7410 -0.6060
O 0.1446 -1.6427 -1.6201
N 2.0143 -1.3050 0.4145
C 2.9260 -0.0752 -1.4577
C 1.7690 -2.4326 1.0722
C -0.3939 -2.0992 -2.6742
C -0.5334 1.3194 -2.9045
C 0.4229 -2.3054 -3.8289
C 1.0600 1.4552 -5.2167
C 2.5848 -1.3642 -0.7787
C -0.3245 1.4439 -5.3214
C -4.1985 -2.0231 -2.0944
C -0.0590 -2.8583 -4.9771
C -2.2348 -3.0194 -3.9987
C 1.6417 1.3587 -3.9681
C -0.8482 0.8406 4.8097
C 0.8689 1.2703 -2.8195
C -1.3981 -3.2526 -5.0608
C -1.0990 1.3779 -4.1871
C 1.1374 -2.2874 2.4107
C -1.5665 -1.8208 4.7721
C -1.0288 -1.2377 3.6366
C -2.7139 -2.0585 -1.7504
C 2.0796 -3.6821 0.5490
C 2.9563 -2.5711 -1.3682
C 2.6711 -3.7453 -0.7010
C -1.3766 0.2585 5.9364
C -1.7584 -1.0782 5.9203
C -1.7894 -2.4262 -2.8050
C -0.6768 0.1251 3.6123
H -1.4868 0.8474 6.8379
H 2.7190 1.3884 -3.8816
H 0.5905 -2.9802 -5.8345
H -0.7951 1.5054 -6.2924
H 1.3773 -1.3152 2.8401
H 1.6833 1.5490 -6.0943
H -0.5497 1.8783 4.8192
H -2.1891 -1.5390 6.7948
H -1.7650 -3.7172 -5.9652
H -4.5875 -3.0347 -2.1975
H 3.0546 -0.2216 -2.5275
H 3.4206 -2.5841 -2.3442
H -3.2687 -3.3280 -4.0838
H -2.1762 1.3751 -4.2585
H -4.3672 -1.4766 -3.0184
H 3.8443 0.3196 -1.0182
H 2.9061 -4.7029 -1.1442
H 1.8349 -4.5775 1.1007
H 1.4098 -3.1000 3.0861
H 1.4561 -1.9989 -3.7461
H -4.7236 -1.5296 -1.2796
H -1.8199 -2.8714 4.7388
*
```

Summary:
- lowest unoccupied orbital energy (eV) = 2.73
- orbital gap (Ha) = 0.25970
- energy relative to the best compared isomer or geometry (same formula, charge and spin) (kcal per mole) = 8.8
- calculated total energy (Eh) = -3007.96580

***

3.
Entry from the OMol25 dataset: a single C27H22N2O4 molecule (ωB97M-V with the def2-TZVPD basis set).

Structure (ORCA input):
```
! wB97M-V def2-TZVPD RIJCOSX def2/J DEFGRID3
* xyz 0 1
O 0.9625 4.0752 -0.2431
O 0.5118 2.4717 -1.7273
O -1.6483 1.0395 -0.8546
O -1.7135 5.1290 -1.2384
N -1.7465 3.2371 -0.0297
N -1.4104 2.2284 3.6924
C 2.4677 2.2164 -0.3743
C 4.0381 -0.0102 0.2996
C -1.6255 1.8859 0.1796
C -2.1463 -3.5895 -1.9034
C -1.9107 -1.3050 3.1821
C 1.9708 -0.0821 -0.7811
C 2.2397 1.4856 0.9750
C 2.5659 0.0161 0.6262
C -1.3698 3.9821 -1.1268
C 2.8364 1.0548 -1.3313
C -1.4638 1.7550 2.6486
C -0.5761 3.2547 -2.2097
C -1.5503 -0.2342 -0.3581
C 4.1995 0.6051 -0.8643
C -1.4675 -0.1987 1.0135
C -1.6676 -3.3819 -3.1875
C -1.6799 -2.3262 4.0854
C -1.5875 -1.3249 -1.3171
C -0.7848 -3.3374 3.7803
C -1.2520 -1.2918 1.9557
C -0.3474 -2.3096 1.6567
C -1.1180 -1.1188 -2.6148
C -1.5307 1.1922 1.3694
C -2.1125 -2.5704 -0.9718
C 1.2563 3.0280 -0.7602
C -1.1575 -2.1434 -3.5405
C -0.1180 -3.3244 2.5654
H 2.7394 1.2959 -2.3860
H -1.6960 -4.1822 -3.9116
H -0.7107 -0.1561 -2.8855
H -2.5546 -4.5504 -1.6281
H -0.7870 -1.9759 -4.5409
H 3.2896 2.9319 -0.2875
H 0.9064 0.1260 -0.8222
H -2.5009 -2.7298 0.0222
H 2.1761 -1.0360 -1.2649
H 2.8839 1.8735 1.7613
H -1.2245 2.5651 -2.7550
H 1.2071 1.5810 1.3108
H 0.5872 -4.1067 2.3264
H 4.7919 -0.4095 0.9524
H -2.6107 -0.5189 3.4237
H -2.0758 3.7850 0.7568
H -2.1992 -2.3294 5.0319
H -0.6036 -4.1322 4.4882
H 5.1147 0.8278 -1.3808
H 2.2225 -0.6977 1.3710
H -0.1972 4.0245 -2.8906
H 0.1773 -2.2942 0.7127
*
```

Summary:
- lowest unoccupied orbital energy (eV) = 0.15
- orbital gap (Ha) = 0.30332
- energy relative to the best compared isomer or geometry (same formula, charge and spin) (kcal per mole) = 50.9
- calculated total energy (Eh) = -1452.55286

***

4.
Entry from the OMol25 dataset: a molecular structure, C27H23BeIN (ωB97M-V with the def2-TZVPD basis set).

Structure (ORCA input):
```
! wB97M-V def2-TZVPD RIJCOSX def2/J DEFGRID3
* xyz -1 1
I -2.2404 1.8049 1.2978
N 1.5485 -1.2330 -0.4422
C 0.9997 4.1182 -0.6254
C -2.3356 -0.9875 -1.4003
C 2.2318 3.9624 -1.2942
C 3.4885 -2.7377 -1.6638
C 0.7385 1.6166 -0.5194
C -1.4305 4.5357 0.6443
C -2.9146 -1.8297 -2.3380
C 0.3629 -2.4118 4.6572
C 0.5984 -0.6816 2.9279
C -2.1358 -2.7560 -3.0250
C 0.9110 -1.0165 4.3276
C 2.7908 -1.2149 0.0183
C 2.4319 -1.0102 4.5338
C 3.8093 -1.9460 -0.5643
C 2.6520 2.7178 -1.6427
C 1.8918 1.5912 -1.2894
C 2.1810 -2.8018 -2.1017
C -0.9714 -1.0079 -1.0835
C 0.2608 2.9496 -0.2080
C 0.2648 0.0202 5.2570
C -0.7835 -2.8197 -2.7532
C -0.6992 5.6366 0.1779
C 0.5028 5.4258 -0.4242
C 1.2068 -2.0218 -1.4639
C -0.9614 3.2594 0.4713
C -0.2183 -1.9618 -1.8052
C 0.3159 -0.4026 1.7767
Be 0.1285 -0.0681 0.0405
H 2.9034 -1.7452 3.8789
H 2.8409 -0.0267 4.2972
H 3.5760 2.5884 -2.1979
H 2.6887 -1.2537 5.5701
H -2.3732 4.7047 1.1462
H 2.2619 0.6440 -1.6567
H 4.8218 -1.8896 -0.1897
H 0.4700 -0.2148 6.3069
H -1.0991 6.6362 0.2989
H -0.8146 0.0392 5.1026
H -0.1789 -3.5544 -3.2759
H 0.6533 1.0153 5.0367
H 2.9527 -0.5813 0.8840
H 4.2624 -3.3006 -2.1723
H 0.8235 -3.1595 4.0100
H 1.0906 6.2646 -0.7821
H 2.8111 4.8451 -1.5440
H -2.9858 -0.2827 -0.8928
H 0.5699 -2.6760 5.6997
H -3.9787 -1.7725 -2.5437
H 1.9230 -3.4409 -2.9343
H -0.7152 -2.4403 4.4951
H -2.5824 -3.4189 -3.7569
*
```

Summary:
- lowest unoccupied orbital energy (eV) = 2.73
- orbital gap (Ha) = 0.26947
- energy relative to the best compared isomer or geometry (same formula, charge and spin) (kcal per mole) = 0.0
- calculated total energy (Eh) = -1409.92242

***

Calculated max |F| (eV/Å), listed in the same order as above: 1.48, 0.68, 1.36, 0.47